No. 1
{
  "formula": "C26H21N2O4Pt",
  "method": "the ωB97M-V functional and the def2-TZVPD basis",
  "species": ["Pt", "O", "O", "O", "O", "N", "N", "C", "C", "C", "C", "C", "C", "C", "C", "C", "C", "C", "C", "C", "C", "C", "C", "C", "C", "C", "C", "C", "C", "C", "C", "C", "C", "H", "H", "H", "H", "H", "H", "H", "H", "H", "H", "H", "H", "H", "H", "H", "H", "H", "H", "H", "H", "H"],
  "coordinates": [[0.437, -0.358, -0.777], [0.553, -2.477, 2.027], [-0.661, -2.621, -4.190], [0.553, -1.296, -2.835], [-1.468, -1.937, 2.751], [-0.729, -2.122, -0.637], [6.984, 6.631, -2.624], [5.556, 3.794, -1.131], [-2.129, -3.623, -1.957], [2.883, 4.244, -1.803], [-2.222, -3.652, 0.442], [-1.110, -2.641, -1.865], [1.392, 1.341, -0.295], [-0.609, -2.329, 1.788], [-0.280, 2.970, 1.991], [-3.587, 0.574, 3.204], [-2.454, 1.264, 2.787], [-0.764, 1.929, 0.973], [2.270, 2.189, -0.633], [-1.984, 1.162, 1.480], [3.226, 3.080, -1.045], [5.193, 4.937, -1.873], [-1.239, -2.688, 0.463], [-1.164, 2.683, -0.303], [-0.363, -2.139, -2.950], [-3.824, -0.354, 1.010], [6.182, 5.872, -2.288], [-2.693, 0.337, 0.602], [0.417, 0.962, 0.731], [-4.281, -0.236, 2.320], [3.837, 5.139, -2.201], [-2.697, -4.109, -0.820], [4.608, 2.894, -0.729], [-2.586, -4.077, 1.367], [-1.391, 1.998, -1.118], [-0.344, 3.322, -0.631], [-3.922, 0.669, 4.230], [-4.341, -0.993, 0.305], [1.844, 4.402, -2.062], [0.044, 2.502, 2.922], [-2.039, 3.308, -0.107], [-1.057, 3.704, 2.222], [0.578, 3.498, 1.570], [-2.430, -3.970, -2.936], [-3.477, -4.857, -0.870], [-5.164, -0.774, 2.644], [4.892, 2.017, -0.162], [6.597, 3.636, -0.883], [-0.057, -2.157, -4.784], [-2.317, -1.690, 2.350], [-1.931, 1.883, 3.502], [0.834, 0.613, 1.678], [3.558, 6.014, -2.775], [-2.333, 0.216, -0.411]],
  "forces_ev_per_a": [[0.0, -0.1, -0.1], [0.0, 0.0, 0.0], [0.0, 0.0, 0.0], [0.0, 0.0, 0.0], [0.0, 0.0, 0.0], [0.0, 0.0, 0.0], [0.0, 0.0, 0.0], [0.0, 0.0, 0.0], [0.0, 0.0, 0.0], [0.0, 0.0, 0.0], [0.0, 0.0, 0.0], [0.0, 0.0, 0.0], [-0.1, 0.1, 0.1], [-0.1, 0.0, 0.0], [0.0, 0.0, 0.0], [0.0, 0.0, 0.0], [0.0, 0.0, 0.0], [0.0, 0.0, 0.1], [0.0, 0.0, 0.0], [0.0, 0.0, 0.0], [0.0, 0.0, 0.0], [0.0, 0.0, 0.0], [0.1, 0.0, 0.0], [0.0, 0.0, 0.0], [0.0, 0.0, 0.0], [0.0, 0.0, 0.0], [0.0, 0.0, 0.0], [0.0, 0.0, 0.0], [0.0, 0.0, 0.0], [0.0, 0.0, 0.0], [0.0, 0.0, 0.0], [0.0, 0.0, 0.0], [0.0, 0.0, 0.0], [0.0, 0.0, 0.0], [0.0, 0.0, 0.0], [0.0, 0.0, 0.0], [0.0, 0.0, 0.0], [0.0, 0.0, 0.0], [0.0, 0.0, 0.0], [0.0, 0.0, 0.0], [0.0, 0.0, 0.0], [0.0, 0.0, 0.0], [0.0, 0.0, 0.0], [0.0, 0.0, 0.0], [0.0, 0.0, 0.0], [0.0, 0.0, 0.0], [0.0, 0.0, 0.0], [0.0, 0.0, 0.0], [0.0, 0.0, 0.0], [0.0, 0.0, 0.0], [0.0, 0.0, 0.0], [0.0, 0.0, 0.0], [0.0, 0.0, 0.0], [0.0, 0.0, 0.0]],
  "charge": -1,
  "spin_multiplicity": 3,
  "molar_mass_g_mol": 620.54,
  "homo_lumo_gap_ev": [5.86, 7.19]
}

***

No. 2
{
  "formula": "C26H22AgN2O4",
  "method": "the ωB97M-V functional and the def2-TZVPD basis",
  "species": ["Ag", "O", "O", "O", "O", "N", "N", "C", "C", "C", "C", "C", "C", "C", "C", "C", "C", "C", "C", "C", "C", "C", "C", "C", "C", "C", "C", "C", "C", "C", "C", "C", "C", "H", "H", "H", "H", "H", "H", "H", "H", "H", "H", "H", "H", "H", "H", "H", "H", "H", "H", "H", "H", "H", "H"],
  "coordinates": [[-2.777, 2.577, 2.382], [-0.986, 1.146, 2.600], [1.930, 2.171, -4.604], [0.631, 3.987, -2.708], [2.100, -1.782, -1.191], [-1.755, 4.282, -3.440], [-0.123, 4.346, -0.022], [1.148, 0.451, -1.462], [-0.653, 4.114, -3.164], [0.994, -2.678, -3.799], [1.032, -0.296, 3.259], [1.255, -1.291, -3.429], [1.082, 1.601, -2.391], [0.668, -1.865, -6.152], [0.668, -2.981, -5.194], [0.781, 0.636, -0.017], [-2.716, -1.282, 2.345], [0.937, -0.460, -5.778], [-1.210, -1.307, 2.764], [0.794, -2.814, 3.396], [1.639, -1.625, 3.510], [1.588, -0.988, -1.937], [0.260, 3.058, -0.398], [0.665, 2.871, -1.855], [1.471, 1.327, -3.886], [0.321, 1.874, 0.553], [3.176, -1.663, 3.854], [-3.598, -0.325, 3.281], [-2.936, -0.938, 0.809], [-0.078, 2.116, 2.050], [-0.362, -0.094, 2.890], [-0.626, -2.636, 3.028], [1.221, -0.138, -4.363], [3.687, -1.264, 2.926], [1.716, 0.587, 3.369], [0.861, 2.277, 2.640], [0.348, 5.054, -0.609], [-1.223, -3.578, 2.933], [-3.379, 0.732, 2.942], [1.049, -3.449, -2.992], [-4.686, -0.562, 3.147], [0.438, -2.114, -7.215], [3.439, -0.942, 4.673], [0.929, 0.354, -6.536], [1.256, -3.811, 3.569], [0.445, -4.041, -5.450], [-0.628, 3.112, 2.075], [0.198, 4.570, 0.932], [-3.175, -2.306, 2.482], [3.556, -2.699, 4.018], [-3.231, -0.489, 4.324], [-2.235, -1.506, 0.137], [0.883, -0.274, 0.637], [-3.984, -1.206, 0.487], [-2.802, 0.157, 0.580]],
  "forces_ev_per_a": [[-0.8, 0.0, 0.1], [2.0, 0.2, -0.3], [-0.5, -0.2, 0.6], [-2.2, -0.6, 0.2], [-0.5, 0.9, 0.1], [0.0, -0.1, -0.1], [2.6, -1.4, 0.1], [-0.6, 1.6, 1.0], [1.8, 0.3, 0.8], [0.0, 1.7, -1.5], [-0.7, -0.5, 0.0], [-0.2, 0.6, 0.1], [-0.4, 0.1, 1.8], [0.2, 0.2, 1.4], [0.7, 2.4, 1.4], [-0.2, 1.0, -0.1], [-0.6, 0.5, -0.3], [0.2, -1.6, 1.9], [1.1, -0.7, 0.3], [-0.7, 2.7, -0.5], [-1.6, 0.3, -0.2], [-0.5, 0.0, -1.8], [0.5, -0.6, -0.6], [0.4, -2.4, 0.3], [-0.2, -1.3, -0.4], [0.5, -0.4, -2.3], [-0.7, 0.6, -1.2], [0.8, -1.2, -0.7], [-0.2, -0.2, 0.0], [0.5, 0.8, -1.1], [0.6, -4.5, 0.6], [1.9, 1.5, 0.3], [-0.6, -2.2, -0.9], [-0.3, -0.5, 1.0], [-0.7, -1.0, -0.1], [-0.9, -0.3, -0.2], [-0.9, -0.3, -0.2], [0.3, 1.3, 0.0], [-0.5, -0.7, 0.5], [-0.1, 0.7, -1.0], [1.1, 0.5, 0.3], [0.2, 0.4, 1.0], [-0.3, -1.0, -0.5], [0.0, -0.8, 0.6], [-0.6, 0.8, -0.2], [0.2, 1.2, -0.1], [0.6, -1.0, 0.1], [-0.8, -0.2, -0.3], [0.9, 1.0, 0.0], [-0.4, 0.9, 0.1], [-0.7, 0.5, -0.7], [-0.6, 0.5, 0.8], [-0.1, 1.1, -0.7], [1.1, 0.3, 0.4], [0.0, -0.8, 0.3]],
  "charge": 2,
  "spin_multiplicity": 2,
  "molar_mass_g_mol": 534.34,
  "homo_lumo_gap_ev": [5.92, 3.77]
}

***

No. 3
{
  "formula": "C26H22AsCl2F5IMnO4",
  "method": "the ωB97M-V functional and the def2-TZVPD basis",
  "species": ["I", "As", "Mn", "Cl", "Cl", "F", "F", "F", "F", "F", "O", "O", "O", "O", "C", "C", "C", "C", "C", "C", "C", "C", "C", "C", "C", "C", "C", "C", "C", "C", "C", "C", "C", "C", "C", "C", "C", "C", "C", "C", "H", "H", "H", "H", "H", "H", "H", "H", "H", "H", "H", "H", "H", "H", "H", "H", "H", "H", "H", "H", "H", "H"],
  "coordinates": [[-6.377, 3.373, -2.237], [1.490, -1.713, 0.074], [0.183, 0.302, -0.260], [4.642, 5.737, 1.528], [2.335, 1.400, 3.724], [-4.855, -0.415, 3.033], [-3.564, 1.969, 2.855], [-1.520, -2.457, 0.484], [-3.814, -2.617, 1.840], [-1.277, 2.163, 1.496], [1.084, 1.538, -1.542], [-1.533, -1.645, -3.298], [1.228, 1.009, 1.075], [-0.572, -0.585, -1.619], [-3.180, -1.452, 1.758], [3.132, -0.973, -2.224], [3.137, -1.041, -0.699], [-1.990, -1.343, 1.068], [-3.044, 0.882, 2.295], [-1.557, -0.721, -2.536], [-4.933, 0.834, -2.985], [-4.776, 2.061, -2.353], [3.402, 3.523, 2.451], [3.101, 4.026, 0.129], [1.946, -2.107, 1.907], [-1.296, -0.159, 0.988], [-2.642, 0.291, -2.476], [0.798, -2.241, 2.896], [1.789, 2.533, -1.273], [3.644, 4.341, 1.339], [2.282, 2.880, 0.015], [2.009, 2.068, 1.127], [-3.553, 2.425, -1.805], [-3.709, -0.328, 2.374], [-1.845, 0.947, 1.609], [1.165, -3.337, -0.921], [0.585, -4.512, -0.148], [-2.494, 1.532, -1.871], [-3.863, -0.044, -3.050], [2.611, 2.404, 2.347], [3.889, -1.736, -0.318], [2.182, -3.553, -1.257], [2.521, -3.031, 1.811], [2.265, -0.443, -2.617], [3.295, 4.642, -0.739], [3.845, 3.775, 3.406], [4.026, -0.451, -2.567], [-1.536, 1.854, -1.474], [3.142, -1.965, -2.674], [2.069, 3.170, -2.117], [2.627, -1.305, 2.194], [1.201, -2.475, 3.881], [-5.884, 0.563, -3.422], [0.570, -3.065, -1.793], [3.330, -0.070, -0.244], [-0.452, -4.365, 0.129], [-3.965, -1.004, -3.537], [0.632, -5.389, -0.794], [1.158, -4.744, 0.750], [-3.427, 3.392, -1.336], [0.237, -1.311, 2.979], [0.106, -3.038, 2.621]],
  "forces_ev_per_a": [[-0.1, 0.1, 0.0], [0.1, -0.2, 0.2], [-0.6, -0.2, -0.3], [0.0, -0.1, 0.0], [0.0, 0.0, -0.1], [0.1, 0.0, -0.1], [0.0, -0.1, 0.0], [0.1, 0.1, -0.1], [0.0, 0.1, 0.0], [0.1, -0.1, -0.1], [-0.1, 0.3, 0.0], [-0.1, -0.1, -0.1], [0.4, 0.3, 0.3], [0.1, 0.1, -0.3], [-0.1, -0.1, 0.1], [0.1, -0.1, 0.0], [0.0, 0.1, -0.1], [-0.2, -0.2, 0.1], [-0.1, 0.2, 0.1], [0.4, -0.1, 0.4], [0.1, 0.0, 0.0], [0.1, 0.0, 0.0], [0.0, 0.0, 0.1], [0.0, 0.0, -0.1], [0.0, 0.1, 0.1], [0.3, 0.4, -0.3], [-0.1, 0.1, 0.0], [0.0, 0.0, 0.0], [0.0, -0.2, -0.1], [0.1, 0.1, 0.1], [0.1, 0.3, -0.3], [-0.4, -0.6, 0.0], [0.0, -0.1, 0.0], [-0.2, -0.1, 0.1], [-0.2, 0.1, 0.1], [-0.2, 0.0, 0.0], [0.1, -0.1, -0.1], [0.0, 0.1, 0.1], [-0.1, 0.0, 0.0], [0.1, 0.1, 0.3], [0.1, 0.0, 0.0], [0.0, -0.1, -0.1], [0.0, 0.0, 0.1], [0.0, 0.0, 0.0], [0.0, 0.0, 0.0], [0.0, 0.0, 0.0], [0.0, 0.0, 0.0], [0.0, 0.0, 0.0], [0.0, 0.0, 0.0], [0.0, 0.1, 0.0], [0.0, 0.0, 0.0], [0.0, 0.0, 0.0], [0.0, 0.0, 0.0], [0.0, 0.0, 0.0], [0.0, 0.0, 0.0], [0.0, 0.0, 0.0], [0.0, 0.0, 0.0], [0.0, 0.0, 0.0], [0.0, 0.0, 0.0], [0.0, 0.0, 0.0], [0.0, 0.0, 0.0], [0.0, 0.0, 0.0]],
  "charge": 1,
  "spin_multiplicity": 4,
  "molar_mass_g_mol": 821.12,
  "homo_lumo_gap_ev": [5.23, 6.58]
}

***

No. 4
{
  "formula": "C26H22BBrCdF4N4PS6Sb",
  "method": "the ωB97M-V functional and the def2-TZVPD basis",
  "species": ["Sb", "Cd", "Br", "S", "S", "S", "S", "S", "S", "P", "F", "F", "F", "F", "N", "N", "N", "N", "C", "C", "C", "C", "C", "C", "C", "C", "C", "C", "C", "C", "C", "C", "C", "C", "C", "C", "C", "C", "C", "C", "C", "C", "C", "C", "B", "H", "H", "H", "H", "H", "H", "H", "H", "H", "H", "H", "H", "H", "H", "H", "H", "H", "H", "H", "H", "H", "H"],
  "coordinates": [[0.117, 2.337, -3.678], [-1.456, 0.420, -1.523], [-1.851, 3.202, 1.313], [1.006, 0.609, -2.246], [-2.066, 2.534, -2.666], [0.012, 1.408, -5.757], [-2.261, -0.598, 0.631], [1.200, 4.321, -3.437], [-2.416, -1.608, -3.011], [0.884, 1.499, 0.713], [2.076, 2.406, 5.767], [2.632, 1.394, 3.377], [-0.241, 3.756, 6.185], [-1.992, 4.087, 4.184], [0.003, -2.826, -3.075], [-3.473, -2.876, -0.317], [-4.696, -1.083, -0.482], [-1.173, -3.456, -1.345], [0.024, 3.240, 4.978], [2.414, 2.470, 0.455], [-4.658, -3.225, -0.915], [-5.425, -2.116, -1.028], [-3.508, -1.561, -0.065], [3.274, 4.566, -0.374], [3.705, 2.097, 0.817], [2.413, -0.850, 0.360], [-0.596, 2.870, 2.689], [-0.870, 3.402, 3.937], [-5.039, 0.325, -0.551], [2.720, -2.182, 0.591], [0.776, -0.934, 2.103], [4.768, 2.957, 0.595], [1.458, 2.020, 3.510], [-1.186, -2.676, -2.444], [1.449, -0.199, 1.128], [1.201, 2.549, 4.764], [0.576, 2.146, 2.447], [0.784, -3.696, -2.356], [4.554, 4.198, 0.006], [0.430, -2.137, -4.287], [1.076, -2.266, 2.329], [2.209, 3.705, -0.156], [0.053, -4.082, -1.286], [2.059, -2.897, 1.578], [-2.237, -3.813, -0.231], [-4.685, 0.824, 0.348], [-2.646, -4.942, -0.430], [0.305, -4.726, -0.463], [0.680, -2.882, -5.044], [2.907, -0.315, -0.439], [2.289, -3.942, 1.747], [-6.122, 0.410, -0.629], [3.468, -2.667, -0.025], [1.792, -3.926, -2.653], [3.882, 1.139, 1.286], [1.275, -1.492, -4.060], [-0.376, -1.496, -4.634], [-4.563, 0.784, -1.420], [-0.016, -0.472, 2.682], [5.770, 2.656, 0.880], [-1.687, -3.719, 0.838], [-6.398, -1.961, -1.458], [0.520, -2.814, 3.080], [1.228, 3.977, -0.527], [5.391, 4.861, -0.180], [-4.836, -4.235, -1.233], [3.096, 5.499, -0.892]],
  "forces_ev_per_a": [[-0.1, -0.1, 0.0], [0.3, 0.0, -0.5], [0.0, 0.0, 0.1], [-0.1, 0.0, 0.0], [-0.1, 0.0, 0.1], [0.0, 0.0, -0.1], [-0.2, -0.2, 0.3], [0.1, 0.2, 0.0], [-0.1, -0.1, 0.0], [0.0, -0.1, 0.2], [0.1, 0.0, 0.1], [0.0, -0.1, 0.0], [0.0, 0.0, 0.1], [0.0, 0.0, 0.0], [0.1, 0.1, 0.0], [0.0, -0.1, 0.0], [-0.1, 0.0, 0.0], [0.1, 0.0, 0.1], [0.1, -0.1, -0.1], [-0.1, 0.1, -0.2], [-0.1, 0.1, 0.0], [0.1, -0.2, 0.0], [0.4, 0.2, 0.1], [0.0, 0.0, 0.0], [0.0, 0.0, 0.1], [0.1, 0.0, 0.0], [-0.1, 0.0, -0.1], [0.0, 0.0, 0.0], [0.0, -0.1, 0.0], [0.0, 0.0, 0.0], [0.0, 0.1, 0.0], [0.0, 0.0, 0.0], [-0.1, 0.1, 0.1], [-0.2, 0.2, 0.0], [0.0, 0.1, 0.0], [-0.2, 0.0, -0.1], [0.0, 0.0, 0.2], [0.0, -0.1, 0.1], [0.0, 0.0, 0.0], [0.0, 0.0, 0.1], [0.0, -0.1, 0.0], [0.1, -0.1, -0.1], [0.1, 0.0, -0.1], [0.0, 0.0, 0.0], [0.0, 0.0, 0.0], [0.0, 0.0, 0.0], [0.0, 0.0, 0.0], [0.0, 0.0, 0.0], [0.0, 0.0, 0.0], [0.0, 0.0, 0.0], [0.0, 0.0, 0.0], [0.0, 0.0, 0.0], [0.0, 0.0, 0.0], [0.0, 0.0, 0.0], [0.0, 0.0, 0.0], [0.0, 0.0, 0.0], [0.0, 0.0, 0.0], [0.0, 0.0, 0.0], [0.0, 0.0, 0.0], [0.0, 0.0, 0.0], [0.0, 0.0, 0.0], [0.0, 0.0, 0.0], [0.0, 0.0, 0.0], [0.0, 0.0, 0.0], [0.0, 0.0, 0.0], [0.0, 0.0, 0.0], [0.0, 0.0, 0.0]],
  "charge": -2,
  "e_above_lowest_ev": 0.433,
  "molar_mass_g_mol": 1014.75,
  "homo_lumo_gap_ev": 5.75
}